(1)
The following is a DFT calculation (ωB97M-V/def2-TZVPD) of a structure of composition AsF6H22O11 in a non-equilibrium geometry.

Geometry as ORCA input:
```
! wB97M-V def2-TZVPD RIJCOSX def2/J DEFGRID3
* xyz -1 1
As 27.5947 5.2618 -17.2574
F 25.9565 5.5812 -16.4694
F 26.8033 4.3203 -18.6532
F 29.2187 5.0645 -17.9906
F 28.3973 6.1994 -15.9997
F 27.6900 3.7265 -16.3817
F 27.4565 6.7606 -18.2812
O 24.6449 3.6762 -20.1670
H 24.9770 4.4206 -20.6689
H 25.4011 3.3662 -19.6686
O 26.5800 6.6224 -13.5680
H 25.6808 6.8538 -13.3357
H 26.5560 6.4877 -14.5154
O 23.5362 5.3097 -14.1206
H 24.2533 5.0572 -14.7022
H 22.8093 4.7413 -14.3752
O 31.5575 3.3578 -19.5617
H 31.9609 3.9384 -20.2069
H 30.9694 3.9249 -19.0629
O 25.0962 2.1589 -14.2844
H 26.0159 2.1447 -14.5491
H 24.6638 1.5532 -14.8864
O 31.4596 4.7504 -14.5138
H 31.6424 4.1597 -15.2445
H 30.5220 4.9315 -14.5805
O 28.7891 5.2067 -20.9705
H 29.0624 6.1128 -21.1132
H 28.1866 5.2519 -20.2281
O 24.9556 8.1806 -15.8210
H 24.7960 7.3542 -16.2769
H 24.5567 8.8454 -16.3825
O 29.6320 1.9177 -16.5663
H 30.5061 2.2217 -16.8106
H 29.0485 2.6304 -16.8267
O 28.0975 1.9734 -14.1425
H 28.3439 2.7953 -13.7184
H 28.2684 2.1224 -15.0725
O 30.3051 8.3459 -19.0181
H 30.5498 7.4416 -18.8218
H 29.3506 8.3569 -18.9478
*
```

As for the total energy: -100030.066 eV. For the HOMO-LUMO gap, the calculation gives 10.1 eV. The value obtained for the energy above the lowest of the compared OMol25 structures with the same formula, charge and spin is 1.356 eV. Its molar mass is 387.08 g mol⁻¹.

Atom charges from the Mulliken analysis, given in e for atoms 1 to 2: number 1, As, carries 2.097; number 2, F, carries -0.540

(2)
The following is a DFT calculation (ωB97M-V/def2-TZVPD) of a cluster of 11 separate species, C66H86B5F20N11O2 in total in a non-equilibrium geometry.

Geometry as ORCA input:
```
! wB97M-V def2-TZVPD RIJCOSX def2/J DEFGRID3
* xyz 6 1
C 0.8005 -4.0254 1.8245
N -0.4809 -4.3529 1.0693
C -0.4876 -4.6741 -0.2447
C -1.6742 -4.9718 -0.9007
C -2.9060 -4.9854 -0.3011
C -2.8858 -4.7120 1.0672
C -1.6905 -4.4199 1.7023
C -4.1681 -5.3031 -0.9875
C -5.3074 -4.7747 -0.4232
C -6.5117 -5.0040 -1.0903
N -6.6263 -5.7709 -2.2006
C -5.4937 -6.3630 -2.6755
C -4.2731 -6.1289 -2.1085
C -7.8867 -6.0702 -2.8016
H 0.8408 -2.9492 1.9331
H 1.5982 -4.4111 1.1921
H 0.9144 -4.5469 2.7584
H 0.4449 -4.6907 -0.8184
H -1.6738 -5.2138 -1.9619
H -3.7367 -4.8138 1.7390
H -1.6193 -4.2491 2.7739
H -5.2067 -4.1442 0.4418
H -7.4467 -4.5854 -0.7226
H -5.5679 -7.0724 -3.4905
H -3.3655 -6.6056 -2.4811
H -7.7007 -6.6618 -3.6894
H -8.2897 -5.1045 -3.0734
H -8.5300 -6.5620 -2.0700
C -4.3793 -1.0385 3.4561
N -4.6547 -1.1216 2.0491
C -3.6858 -0.8031 1.1489
C -3.8596 -0.9605 -0.2274
C -5.0718 -1.4231 -0.7157
C -6.0852 -1.6031 0.2429
C -5.8895 -1.4293 1.6029
C -5.2338 -1.7545 -2.1121
C -4.1572 -2.3418 -2.7546
C -4.2602 -2.7398 -4.0929
N -5.4294 -2.6002 -4.7694
C -6.5270 -2.0895 -4.1498
C -6.4475 -1.6868 -2.8084
C -5.4834 -2.9412 -6.2008
H -3.6747 -1.8245 3.6767
H -5.2662 -1.2459 4.0320
H -3.9459 -0.0766 3.6832
H -2.7350 -0.4619 1.5766
H -3.0077 -0.7296 -0.8599
H -7.0997 -1.8342 -0.0687
H -6.6823 -1.6073 2.3313
H -3.1819 -2.3770 -2.2757
H -3.4088 -3.0476 -4.7019
H -7.3940 -1.9181 -4.7867
H -7.3221 -1.2382 -2.3351
H -5.0424 -3.9270 -6.2750
H -4.9451 -2.1635 -6.7460
H -6.5177 -3.0184 -6.5300
C 4.3814 9.7878 7.3457
N 3.7816 8.5713 6.6506
C 2.4355 8.4212 6.6189
C 1.9287 7.3147 6.0191
C 2.6963 6.3241 5.4097
C 4.0716 6.5123 5.4276
C 4.5613 7.6483 6.0345
C 2.0376 5.2455 4.6264
C 2.4690 4.9931 3.3371
C 1.7362 4.1193 2.4974
N 0.6534 3.5327 3.0021
C 0.2493 3.7087 4.2714
C 0.9156 4.5951 5.1139
C -0.1470 2.6721 2.1123
H 5.4485 9.7772 7.1206
H 4.2429 9.6282 8.4076
H 3.9046 10.6797 6.9678
H 1.7924 9.1586 7.0727
H 0.8565 7.2091 5.9682
H 4.7901 5.8645 4.9361
H 5.6351 7.8465 6.0428
H 3.3076 5.5707 2.9662
H 1.9461 3.9088 1.4533
H -0.5777 3.0752 4.5554
H 0.6316 4.8154 6.1372
H 0.3318 2.7037 1.1356
H -1.1449 3.0956 2.0939
H -0.0911 1.6329 2.4115
C 2.6928 0.1856 -6.3403
N 1.9669 1.1995 -5.6054
C 1.8800 1.0559 -4.2473
C 1.1033 1.9440 -3.5034
C 0.3824 2.9533 -4.1307
C 0.5623 3.1529 -5.5031
C 1.3447 2.2268 -6.2288
C -0.4948 3.7618 -3.3408
C -1.3899 3.0879 -2.5324
C -2.2930 3.8085 -1.7556
N -2.3523 5.1664 -1.7478
C -1.4819 5.8471 -2.5647
C -0.5622 5.1562 -3.3638
C -3.2978 5.8819 -0.9048
H 3.7686 0.3136 -6.1960
H 2.5606 0.3245 -7.3994
H 2.3776 -0.7986 -6.0320
H 2.4687 0.3060 -3.7322
H 1.1578 1.8845 -2.4103
H 0.0729 3.9703 -6.0223
H 1.5626 2.2381 -7.2998
H -1.3514 1.9972 -2.4838
H -2.9867 3.2653 -1.1103
H -1.5174 6.9317 -2.6271
H 0.1085 5.7803 -3.9454
H -2.6979 6.0834 -0.0273
H -4.0668 5.1873 -0.5850
H -3.6444 6.7564 -1.4408
C 4.0772 4.1051 9.5263
N 3.9536 3.6543 8.1724
C 2.7670 3.1066 7.7738
C 2.6341 2.4861 6.5728
C 3.7196 2.3652 5.7303
C 4.9574 2.8833 6.1484
C 5.0513 3.5148 7.3805
C 3.6283 1.7035 4.3968
C 2.8509 0.5392 4.2121
C 2.8024 -0.0484 2.9686
N 3.3948 0.5144 1.9037
C 4.1412 1.6208 2.0202
C 4.2646 2.2483 3.2548
C 3.3946 -0.1341 0.5821
H 3.3029 4.8544 9.6396
H 5.0259 4.5872 9.7135
H 3.8659 3.2536 10.1612
H 1.9057 3.1701 8.4260
H 1.6944 2.0215 6.2806
H 5.8465 2.7965 5.5307
H 5.9846 3.9175 7.7545
H 2.3471 -0.0095 4.9887
H 2.2776 -0.9769 2.7889
H 4.5754 1.9301 1.0654
H 4.8721 3.1328 3.3906
H 4.4161 -0.4138 0.3214
H 2.9680 0.5662 -0.1262
H 2.8315 -1.0450 0.6735
C 3.4183 -7.4171 -6.8806
O 2.5873 -6.5772 -6.0847
C 1.8119 -5.6800 -6.7711
C 1.6457 -4.3967 -6.0160
N 1.0838 -4.6799 -4.6482
H 0.2667 -5.2795 -4.7455
H 1.7347 -5.1902 -4.0357
C 0.6692 -3.4389 -3.8766
C 1.8409 -2.8648 -3.0988
O 2.8075 -2.3389 -4.0033
C 4.0418 -1.9888 -3.3702
H 3.9323 -8.1429 -6.2603
H 4.1609 -6.8642 -7.4643
H 2.8203 -8.0218 -7.5721
H 0.8044 -6.1012 -6.9727
H 2.2379 -5.4093 -7.7562
H 0.9747 -3.7686 -6.6211
H 2.5824 -3.9102 -5.7985
H -0.1181 -3.7542 -3.1831
H 0.2207 -2.7110 -4.5670
H 2.2659 -3.6194 -2.3943
H 1.4008 -2.0876 -2.4551
H 4.7414 -1.5837 -4.0887
H 4.4243 -2.9482 -3.0414
H 3.9025 -1.2871 -2.5295
B 3.9988 -4.8438 2.3315
F 5.3096 -4.8721 2.8952
F 3.2306 -6.0102 2.6025
F 3.1558 -3.6346 2.9936
F 3.9251 -4.5442 0.8252
B -0.3372 -0.5789 -0.0328
F -1.1760 -1.7196 -0.4634
F -1.1886 0.6151 -0.1019
F 0.0390 -0.7880 1.3285
F 0.7953 -0.4419 -0.9205
B -1.7317 -0.6565 -5.4924
F -1.7485 -0.3543 -4.1297
F -0.4364 -0.3599 -6.0050
F -2.0252 -2.0836 -5.6151
F -2.7323 0.1352 -6.1019
B -0.8092 -0.4126 4.9593
F 0.2030 -1.4174 4.7505
F -1.6500 -0.3060 3.7748
F -1.7439 -0.8233 5.9384
F -0.2827 1.0144 5.2893
B 3.3844 4.1997 -0.8926
F 2.0190 4.6811 -1.0632
F 4.3294 4.7507 -1.8894
F 3.8611 4.5122 0.4655
F 3.4019 2.7462 -0.9684
*
```

As for the total energy: -148024.397 eV. For the HOMO-LUMO gap, the calculation gives 6.1 eV. Its molar mass is 1499.51 g mol⁻¹.

Atom charges from the Mulliken analysis, given in e for atoms 1 to 2: number 1, C, carries -1.479; number 2, N, carries 0.556

(3)
The following is a DFT calculation (ωB97M-V/def2-TZVPD) of a cluster of 2 separate species, C3H10NOS in total in a non-equilibrium geometry.

Geometry as ORCA input:
```
! wB97M-V def2-TZVPD RIJCOSX def2/J DEFGRID3
* xyz -1 1
C 0.3842 1.1911 -1.8000
C -0.8251 0.7765 -0.9886
S -2.1016 2.0763 -1.0007
H 0.7919 0.3144 -2.3016
H 0.1328 1.9209 -2.5760
H 1.1798 1.6447 -1.2183
H -0.5233 0.3380 -0.0341
H -1.2624 -0.0672 -1.5180
H -3.1265 1.2705 -0.6998
N 0.6212 -0.4051 1.9742
C 0.6879 -1.8714 1.3850
O 0.2818 -1.9742 0.1488
H 1.5840 -0.0864 2.0413
H 0.3133 -0.5414 2.9368
H 0.0871 -2.4557 2.1110
H 1.7749 -2.1309 1.5400
*
```

As for the total energy: -17645.407 eV. For the HOMO-LUMO gap, the calculation gives 5.9 eV. The value obtained for the energy above the lowest of the compared OMol25 structures with the same formula, charge and spin is 2.035 eV. Its molar mass is 108.19 g mol⁻¹.

Atom charges from the Mulliken analysis, given in e for atoms 1 to 2: number 1, C, carries -1.160; number 2, C, carries 0.075

(4)
The following is a DFT calculation (ωB97M-V/def2-TZVPD) of a cluster of 11 separate species, C22H66O11 in total in a non-equilibrium geometry.

Geometry as ORCA input:
```
! wB97M-V def2-TZVPD RIJCOSX def2/J DEFGRID3
* xyz 0 1
C -2.8300 -4.2192 -0.9794
C -3.1374 -5.1824 -2.1654
O -2.8073 -6.4611 -1.8742
H -1.8423 -4.2990 -0.5253
H -3.4621 -4.4205 -0.1145
H -2.9405 -3.1623 -1.2218
H -2.5269 -4.9143 -3.0276
H -4.1897 -5.1207 -2.4427
H -1.8638 -6.5761 -2.0094
C 2.4213 3.3122 -0.1968
C 2.2056 4.2924 -1.3845
O 0.7815 4.2029 -1.6593
H 1.7247 3.5726 0.6000
H 3.4611 3.0287 -0.0341
H 1.8502 2.4012 -0.3757
H 2.6960 3.9300 -2.2880
H 2.5757 5.2877 -1.1384
H 0.3759 4.6980 -0.9437
C -0.7944 1.3852 -3.5774
C 0.7012 1.4531 -3.9091
O 1.0445 0.1060 -4.1747
H -0.9658 2.0254 -2.7121
H -1.2209 0.3844 -3.5097
H -1.3606 1.8314 -4.3951
H 1.2908 1.7378 -3.0377
H 1.0088 2.1273 -4.7084
H 1.8547 -0.1803 -3.7466
C 5.4118 0.3422 -2.3227
C 4.0744 0.5173 -3.0563
O 3.2607 -0.6317 -3.0959
H 5.3826 -0.2190 -1.3888
H 5.8290 1.3446 -2.2268
H 6.1298 -0.1987 -2.9393
H 4.1620 0.8921 -4.0761
H 3.5160 1.3432 -2.6156
H 3.8113 -1.2448 -3.5883
C 0.3802 -1.1051 -0.6549
C -0.6509 -0.0819 -0.1053
O -1.3839 -0.6563 0.9119
H -0.0246 -2.0561 -1.0010
H 1.2249 -1.4010 -0.0326
H 0.8240 -0.6453 -1.5379
H -1.3317 0.1645 -0.9200
H -0.1106 0.8307 0.1465
H -0.7759 -0.8705 1.6233
C -2.5645 4.8854 -0.7675
C -2.3959 4.0071 0.4343
O -1.3029 4.3871 1.2193
H -3.1986 4.4771 -1.5544
H -1.5987 5.2223 -1.1442
H -3.1934 5.7364 -0.5061
H -2.0364 3.0187 0.1480
H -3.3018 3.7457 0.9811
H -0.9247 3.6228 1.6602
C 4.7101 -0.5851 2.0321
C 3.1624 -0.5585 2.2621
O 2.6724 -1.8580 2.4713
H 5.1459 -1.4879 2.4602
H 5.1465 0.3507 2.3813
H 4.8762 -0.6290 0.9558
H 2.6804 -0.0783 1.4106
H 2.8402 0.1025 3.0666
H 2.8828 -2.3707 1.6874
C -4.5167 0.1260 2.4289
C -5.0245 -0.1576 1.0331
O -4.3298 -1.3323 0.5956
H -3.4582 0.3444 2.5708
H -4.6965 -0.7472 3.0560
H -5.0942 0.9069 2.9236
H -4.9321 0.7463 0.4309
H -6.0809 -0.4258 1.0157
H -3.3877 -1.1573 0.6543
C -0.1714 2.7474 5.0607
C -1.2792 2.5064 4.0390
O -0.6790 1.8672 2.8907
H 0.6246 3.3831 4.6729
H 0.2263 1.7363 5.1476
H -0.5020 3.1144 6.0324
H -1.5853 3.5350 3.8485
H -2.1022 1.9163 4.4423
H -0.4957 0.9458 3.0881
C -1.7044 -1.4981 4.7694
C -0.2275 -1.5367 4.4481
O 0.1107 -0.8741 3.2959
H -1.9522 -0.5270 5.1977
H -1.9806 -2.3486 5.3927
H -2.2327 -1.5587 3.8179
H 0.0325 -2.5932 4.3828
H 0.3726 -1.0186 5.1961
H 1.0064 -1.1600 3.1022
C 0.9067 -4.2457 -2.5258
C 0.8098 -4.3428 -4.0678
O -0.1325 -3.3470 -4.4010
H 1.4149 -3.3730 -2.1157
H 1.4372 -5.0871 -2.0800
H -0.0652 -4.2567 -2.0325
H 0.3744 -5.2595 -4.4653
H 1.7293 -4.0551 -4.5776
H 0.2056 -2.5264 -4.0350
*
```

As for the total energy: -46402.176 eV. For the HOMO-LUMO gap, the calculation gives 9.7 eV. Its structure (SMILES) is CCO.CCO.CCO.CCO.CCO.CCO.CCO.CCO.CCO.CCO.CCO. The value obtained for the energy above the lowest of the compared OMol25 structures with the same formula, charge and spin is 4.567 eV. Its molar mass is 506.76 g mol⁻¹.

Atom charges from the Mulliken analysis, given in e for atoms 1 to 2: number 1, C, carries -0.818; number 2, C, carries -0.433

Question: What is the total energy in the fourth record?
Answer: -46402.176 eV